ORCA calculation (the ωB97M-V functional and the def2-TZVPD basis) on C6H13N in the gas phase in a non-equilibrium geometry.

The geometry in XYZ format:
```
20
Properties=species:S:1:pos:R:3:forces:R:3
C 2.546561 -0.669908 -0.197153 -0.5 -0.8 -0.2
C 1.220104 -0.700489 -0.031975 0.4 -0.1 0.2
C 0.561498 -2.060335 0.047518 0.4 -0.7 2.0
C 0.497104 0.602814 0.195594 -1.2 -1.0 -1.3
C -0.940732 0.716261 -0.447901 0.5 0.2 1.0
C -1.432232 2.146291 -0.234869 -0.4 -0.7 0.5
N -1.904298 -0.145729 0.238848 -0.3 0.9 -0.7
H 3.107807 0.206625 -0.460737 0.1 0.4 0.4
H 3.075583 -1.612380 -0.121409 0.2 0.1 -0.4
H -0.153342 -2.321467 -0.722519 0.1 0.1 -0.4
H 0.075292 -2.299535 1.014725 -0.4 0.9 -0.3
H 1.345461 -2.817805 0.171535 0.0 0.0 -1.0
H 1.193436 1.350041 -0.186458 -0.3 0.5 0.4
H 0.263783 0.670473 1.263764 0.5 0.4 0.0
H -0.980614 0.484073 -1.514119 0.3 -0.1 0.0
H -2.467461 2.181702 -0.583247 0.3 0.5 -0.6
H -1.563622 2.338741 0.840157 0.5 0.0 0.0
H -0.711772 2.853336 -0.634467 -0.4 0.3 -0.3
H -2.014243 0.201916 1.177389 -0.1 -0.5 0.3
H -1.718318 -1.124631 0.185328 0.2 -0.3 0.3
```
Forces are in eV/Å.

Highest occupied orbital energy ... -8.90 eV
Molecular weight ... 99.18 g mol⁻¹
F_max ... 2.17 eV/A
SMILES ... C=C(C)C[C@H](C)N
Relative energy (zero: lowest compared OMol25 entry of this formula, charge and spin) ... 89.2 kJ/mol
Gap between HOMO and LUMO ... 0.3648 Eh